1.
102
Properties=species:S:1:pos:R:3:lowdin_spin:R:1 method="wB97M-V/def2-TZVPD" total_charge=-2 homo_energy_ha="-0.061 / -0.054" orbital_gap_ev="5.54 / 4.87" spin_multiplicity=3 e_above_lowest_kj_mol=316.7 lumo_energy_ev="3.89 / 3.42"
Mo 0.15 0.01 0.53 0.836
C -1.12 3.44 2.89 0.005
C -0.32 2.38 2.19 0.026
N -0.85 1.25 1.75 -0.012
O -2.24 1.14 1.84 0.002
C 1.03 2.47 1.90 -0.011
C 1.91 3.64 2.20 -0.002
N 1.44 1.44 1.15 0.030
O 2.64 1.43 0.67 0.081
H -2.13 3.07 3.05 0.000
H -1.17 4.33 2.26 0.002
H -0.66 3.71 3.84 0.001
H -2.47 0.93 0.89 0.000
H 1.45 4.57 1.85 0.000
H 2.86 3.50 1.68 0.000
H 2.11 3.74 3.27 -0.001
S -0.16 -5.41 -5.56 0.049
C -0.47 -4.36 -4.33 0.015
S 0.72 -3.29 -3.65 -0.017
C -0.28 -2.58 -2.38 0.077
C -1.58 -3.00 -2.31 0.102
S -2.77 -2.56 -1.24 0.231
S -2.01 -4.22 -3.56 -0.010
S 0.58 -1.41 -1.46 0.331
N -1.17 -1.22 1.22 -0.008
C -2.17 -1.70 1.60 0.100
C -3.17 -2.36 2.30 0.007
C -3.28 -2.10 3.68 0.026
C -4.15 -2.82 4.46 -0.002
C -4.95 -3.80 3.89 0.031
C -4.88 -4.04 2.52 -0.002
C -4.00 -3.33 1.72 0.033
H -2.65 -1.33 4.11 0.001
H -4.20 -2.62 5.52 -0.001
H -5.63 -4.37 4.51 0.002
H -5.50 -4.80 2.08 -0.001
H -3.94 -3.52 0.66 0.008
C -6.39 1.68 3.24 0.000
C -5.70 1.55 1.91 0.000
C -5.15 2.67 1.29 0.000
C -4.44 2.55 0.11 0.000
C -4.28 1.30 -0.46 0.000
C -4.85 0.18 0.12 0.002
C -5.57 0.31 1.29 0.000
S -2.95 1.05 -1.64 0.002
O -3.34 0.06 -2.62 0.012
O -2.63 2.34 -2.19 0.001
O -1.94 0.54 -0.67 0.004
H -5.70 2.07 3.99 0.000
H -6.75 0.71 3.58 0.000
H -7.24 2.36 3.18 0.000
H -5.25 3.64 1.77 0.000
H -3.98 3.39 -0.37 0.000
H -4.68 -0.78 -0.35 0.002
H -6.01 -0.56 1.75 0.000
C 3.32 -3.20 -0.53 0.008
C 3.61 -2.19 0.59 0.001
C 4.80 -2.74 1.39 0.000
C 4.09 -0.93 -0.12 0.000
Si 1.96 -1.72 1.69 0.005
C 1.13 -3.53 2.14 -0.002
C 2.11 -4.64 2.53 0.000
C 0.14 -3.41 3.30 0.000
C 0.35 -4.05 0.93 0.000
C 2.58 -0.98 3.48 -0.001
C 3.63 0.11 3.30 0.001
C 3.18 -1.98 4.48 0.000
C 1.38 -0.32 4.18 0.001
H 4.19 -3.27 -1.19 0.001
H 2.49 -2.86 -1.13 0.005
H 3.11 -4.20 -0.15 0.000
H 5.62 -2.98 0.70 0.000
H 4.54 -3.65 1.92 0.000
H 5.17 -2.01 2.09 0.000
H 4.98 -1.14 -0.71 0.000
H 4.33 -0.14 0.58 0.000
H 3.32 -0.55 -0.78 0.000
H 2.76 -4.34 3.35 0.000
H 2.73 -4.94 1.69 0.000
H 1.55 -5.52 2.85 0.000
H 0.66 -3.34 4.25 0.000
H -0.50 -4.30 3.34 0.000
H -0.50 -2.55 3.19 0.000
H 0.99 -4.18 0.06 0.000
H -0.45 -3.38 0.65 0.001
H -0.09 -5.02 1.16 0.000
H 4.59 -0.31 3.02 0.000
H 3.76 0.66 4.23 0.000
H 3.34 0.82 2.53 0.001
H 4.01 -2.52 4.04 0.000
H 2.44 -2.69 4.83 0.000
H 3.55 -1.44 5.35 0.000
H 0.97 0.48 3.57 0.001
H 1.70 0.10 5.14 0.000
H 0.59 -1.04 4.38 0.000
C 1.76 2.34 -2.66 0.002
O 1.30 1.31 -1.80 0.021
C 0.42 1.63 -0.84 0.007
O -0.09 2.73 -0.76 -0.002
H 2.23 1.86 -3.51 0.000
H 2.48 2.96 -2.12 0.000
H 0.91 2.96 -2.98 0.000

=====

2.
96
Properties=species:S:1:pos:R:3:lowdin_spin:R:1 method="wB97M-V/def2-TZVPD" total_charge=+4 homo_energy_ha="-0.669 / -0.672" orbital_gap_ev="5.73 / 5.79" spin_multiplicity=4 lumo_energy_ev="-12.47 / -12.51"
Tc 0.15 -0.47 0.57 1.783
C 3.97 -5.88 -1.68 0.002
C 4.32 -5.11 -0.39 0.003
C 4.17 -6.07 0.82 0.004
C 5.77 -4.64 -0.47 0.000
C 3.35 -4.00 -0.14 0.023
C 3.77 -2.72 0.28 0.000
C 2.84 -1.73 0.50 0.011
N 1.52 -1.94 0.36 0.004
C 1.08 -3.17 -0.01 0.010
C 1.96 -4.19 -0.27 0.004
C -0.39 -3.25 -0.11 0.009
C -1.10 -4.41 -0.35 0.000
C -2.50 -4.39 -0.42 0.015
C -3.12 -3.14 -0.28 0.001
C -2.37 -2.02 -0.02 0.005
N -1.02 -2.06 0.10 -0.004
C -3.32 -5.64 -0.59 0.002
C -4.18 -5.52 -1.87 0.002
C -4.26 -5.75 0.63 0.002
C -2.47 -6.91 -0.68 0.000
H 4.70 -6.67 -1.83 0.000
H 4.00 -5.22 -2.54 0.000
H 2.99 -6.36 -1.63 0.000
H 4.84 -6.92 0.68 0.001
H 3.15 -6.45 0.91 0.000
H 4.44 -5.57 1.75 0.000
H 6.41 -5.48 -0.74 0.000
H 6.14 -4.25 0.48 0.000
H 5.91 -3.87 -1.24 0.000
H 4.82 -2.50 0.42 0.000
H 3.15 -0.74 0.81 0.000
H 1.58 -5.15 -0.58 0.000
H -0.56 -5.34 -0.48 0.000
H -4.19 -3.03 -0.37 0.000
H -2.84 -1.06 0.11 0.000
H -4.80 -4.63 -1.88 0.000
H -4.84 -6.39 -1.93 0.000
H -3.55 -5.52 -2.77 0.000
H -4.99 -4.95 0.66 0.000
H -3.69 -5.76 1.56 0.000
H -4.80 -6.69 0.57 0.000
H -1.80 -6.89 -1.55 0.000
H -3.13 -7.77 -0.81 0.000
H -1.88 -7.08 0.22 0.000
N 0.26 -1.15 4.76 0.007
C -0.36 -1.09 3.60 0.007
N -1.60 -1.58 3.48 0.003
O 0.24 -0.53 2.62 0.041
H -0.16 -1.53 5.59 0.000
H 1.21 -0.80 4.83 0.000
H -2.07 -2.03 4.25 0.000
H -2.06 -1.57 2.59 0.000
C -3.95 5.92 -0.71 0.000
C -2.80 6.61 0.03 0.001
C -1.54 6.59 -0.85 0.000
C -3.18 8.08 0.29 0.000
C -2.47 5.93 1.43 0.006
O -1.63 6.78 2.18 0.005
C -3.79 5.75 2.25 0.025
C -4.54 4.41 2.29 0.034
C -5.86 4.68 2.94 0.226
C -5.96 4.90 4.34 0.041
C -7.17 5.13 4.93 0.081
C -8.34 5.17 4.12 0.225
Cl -9.83 5.45 4.84 0.225
C -8.26 4.99 2.72 0.085
C -7.04 4.77 2.15 0.040
C -1.43 4.75 1.37 0.001
N -1.61 3.36 0.91 0.012
C -0.85 2.36 1.34 0.013
N -1.02 1.30 0.53 0.026
C -1.97 1.73 -0.37 0.010
N -2.32 2.97 -0.16 0.003
H -4.00 6.34 -1.71 0.000
H -4.92 6.12 -0.24 0.000
H -3.79 4.86 -0.82 0.000
H -1.69 7.30 -1.67 0.000
H -1.38 5.61 -1.30 0.000
H -0.66 6.92 -0.30 0.000
H -3.61 8.49 -0.63 0.000
H -2.31 8.68 0.54 0.000
H -3.94 8.21 1.06 0.000
H -2.03 7.65 2.30 0.000
H -4.49 6.50 1.88 0.001
H -3.54 6.04 3.27 0.000
H -3.98 3.68 2.88 0.006
H -4.70 4.02 1.29 0.001
H -5.07 4.89 4.95 -0.001
H -7.24 5.29 5.99 0.000
H -9.15 5.05 2.11 0.001
H -6.96 4.66 1.07 -0.001
H -1.03 4.68 2.38 0.000
H -0.63 5.15 0.75 0.001
H -0.15 2.42 2.16 0.000
H -2.33 1.15 -1.20 0.000

=====

3.
109
Properties=species:S:1:pos:R:3:lowdin_charge:R:1 method="wB97M-V/def2-TZVPD" total_charge=-2 homo_energy_ha=-0.039 orbital_gap_ev=4.47 spin_multiplicity=1 e_above_lowest_kj_mol=41.3 lumo_energy_ev=3.41
Ti -0.58 1.13 1.06 1.012
C 6.01 -0.27 -0.24 -0.217
Si 5.38 -0.73 1.47 0.487
C 6.18 -2.42 1.85 -0.207
C 6.04 0.45 2.78 -0.189
C 3.54 -0.97 1.74 -0.276
C 3.07 -2.05 2.45 -0.093
C 1.70 -2.19 2.72 -0.061
C 0.87 -1.21 2.24 -0.149
N 1.29 -0.13 1.54 -0.037
C 2.62 0.03 1.30 -0.759
S 3.25 1.40 0.49 0.612
H 6.99 -0.73 -0.42 0.015
H 6.09 0.81 -0.33 0.004
H 5.31 -0.60 -1.01 0.023
H 7.26 -2.37 1.66 0.017
H 5.77 -3.20 1.22 0.029
H 6.05 -2.72 2.89 0.017
H 7.13 0.53 2.75 0.019
H 5.75 0.11 3.78 0.022
H 5.62 1.45 2.62 0.011
H 3.76 -2.82 2.79 0.086
H 1.29 -3.03 3.26 0.099
H -0.20 -1.28 2.44 0.063
C -1.84 5.01 -1.05 -0.082
O -1.16 3.76 -1.04 -0.107
C -1.95 2.67 -1.16 -0.600
O -3.16 2.78 -1.28 0.069
C -1.23 1.40 -1.14 -0.451
C -2.06 0.18 -1.42 -0.390
As -2.47 -0.13 -3.28 1.297
C -2.34 1.68 -4.02 -0.292
C -0.58 -0.56 -3.77 -0.264
C 0.48 0.06 -3.25 -0.253
As 0.66 1.02 -1.52 1.324
C 1.38 2.69 -2.25 -0.271
C 1.84 -0.16 -3.81 -0.556
O 2.84 -0.38 -3.16 0.095
O 1.87 0.01 -5.15 -0.055
C 3.12 -0.27 -5.75 -0.054
C -0.37 -1.62 -4.79 -0.518
O 0.56 -2.39 -4.83 0.105
O -1.40 -1.68 -5.67 -0.093
C -1.32 -2.73 -6.63 -0.061
C -2.04 -0.79 -0.46 -0.488
O -1.34 -0.58 0.63 -0.218
O -2.66 -1.97 -0.39 -0.055
C -3.70 -2.31 -1.28 -0.086
H -1.13 5.74 -0.68 0.073
H -2.71 4.99 -0.40 0.069
H -2.16 5.26 -2.07 0.088
H -3.21 2.26 -3.70 0.019
H -2.34 1.58 -5.11 0.017
H -1.43 2.18 -3.70 0.015
H 0.67 3.16 -2.92 0.023
H 2.31 2.45 -2.75 0.024
H 1.58 3.33 -1.40 0.012
H 3.00 -0.08 -6.82 0.087
H 3.39 -1.32 -5.58 0.097
H 3.91 0.36 -5.34 0.091
H -2.31 -2.84 -7.04 0.087
H -0.99 -3.66 -6.16 0.089
H -0.61 -2.47 -7.41 0.091
H -4.19 -3.18 -0.83 0.077
H -3.32 -2.56 -2.27 0.050
H -4.41 -1.49 -1.37 0.095
C -5.92 -6.43 0.16 -0.079
C -5.33 -5.21 0.83 -0.315
C -6.09 -4.08 1.07 -0.058
C -5.56 -2.96 1.71 -0.348
C -6.45 -1.76 1.88 -0.132
C -4.23 -2.96 2.15 -0.582
Te -3.41 -1.27 3.14 0.726
C -3.44 -4.09 1.87 -0.335
C -1.97 -4.13 2.19 -0.117
C -3.99 -5.19 1.22 -0.051
H -6.88 -6.20 -0.30 0.062
H -6.08 -7.24 0.88 0.067
H -5.25 -6.82 -0.61 0.066
H -7.12 -4.06 0.73 0.099
H -7.39 -1.89 1.33 0.060
H -5.95 -0.85 1.52 0.041
H -6.68 -1.58 2.93 0.058
H -1.42 -3.46 1.52 0.065
H -1.57 -5.14 2.08 0.065
H -1.78 -3.77 3.21 0.030
H -3.36 -6.05 1.01 0.105
C 2.81 6.93 1.26 -0.080
C 2.01 6.12 2.25 -0.330
O 1.53 4.96 1.58 -0.293
P 0.38 4.02 2.23 0.135
O 0.44 2.86 1.21 -0.444
Te -1.50 5.30 2.85 0.414
O 1.01 3.50 3.60 -0.315
C 2.26 2.77 3.61 -0.278
C 2.14 1.60 4.56 -0.056
H 3.22 7.82 1.74 0.069
H 2.18 7.24 0.43 0.075
H 3.64 6.34 0.86 0.076
H 1.16 6.69 2.64 0.052
H 2.63 5.81 3.10 0.111
H 3.03 3.47 3.94 0.113
H 2.51 2.44 2.60 0.021
H 1.96 1.93 5.58 0.076
H 3.06 1.01 4.52 0.073
H 1.31 0.96 4.26 0.064
O -0.97 1.07 3.02 -0.244
N -2.05 1.77 2.91 -0.078
O -2.27 1.95 1.67 -0.214